# 1
# C42H32AsBrI2N8O10RuS2

A molecular structure, C42H32AsBrI2N8O10RuS2 (ωB97M-V with the def2-TZVPD basis set, the Open Molecules 2025 dataset).

XYZ file:
```
99
Properties=species:S:1:pos:R:3
Ru -1.23 0.32 -0.13
N -1.57 0.83 7.41
C -1.56 1.35 6.11
C -2.58 2.20 5.69
C -2.57 2.71 4.40
C -1.54 2.38 3.54
C -0.51 1.53 3.95
C -0.53 1.03 5.24
S -1.59 2.90 1.87
O -0.23 2.91 1.38
O -2.39 4.10 1.79
N -2.29 1.68 1.08
C -3.63 1.44 0.98
N -3.88 0.50 0.05
C -5.14 0.17 -0.15
C -6.17 0.75 0.57
C -5.80 1.70 1.50
N -4.54 2.06 1.73
H -2.48 0.79 7.84
H -1.08 -0.04 7.51
H -3.38 2.45 6.37
H -3.37 3.36 4.05
H 0.26 1.26 3.24
H 0.26 0.37 5.57
H -5.32 -0.59 -0.91
H -7.20 0.48 0.40
H -6.55 2.20 2.11
O 0.89 -0.21 1.34
As 2.34 -1.00 1.24
C 2.09 -2.89 1.10
C 0.79 -3.37 0.94
C 0.59 -4.74 0.82
C 1.66 -5.61 0.87
C 2.95 -5.13 1.04
C 3.17 -3.76 1.15
C 3.50 -0.53 -0.21
C 4.16 0.70 -0.18
C 4.91 1.09 -1.27
C 4.98 0.29 -2.40
C 4.31 -0.93 -2.43
C 3.59 -1.35 -1.33
C 3.32 -0.71 2.86
C 4.70 -0.56 2.90
C 5.34 -0.35 4.11
C 4.60 -0.30 5.29
C 3.22 -0.45 5.25
C 2.58 -0.66 4.04
H -0.03 -2.67 0.92
H -0.42 -5.11 0.69
H 1.50 -6.68 0.77
H 3.79 -5.81 1.07
H 4.18 -3.38 1.28
H 4.06 1.35 0.68
H 5.41 2.06 -1.26
H 5.51 0.63 -3.28
H 4.33 -1.53 -3.33
H 3.05 -2.29 -1.36
H 5.28 -0.59 1.98
H 6.41 -0.23 4.15
H 5.10 -0.13 6.23
H 2.64 -0.41 6.16
H 1.50 -0.77 3.99
Br -4.43 -4.55 -2.88
C -3.18 -3.61 -3.95
C -3.18 -3.87 -5.32
C -2.29 -3.21 -6.15
C -1.41 -2.29 -5.62
C -1.41 -2.03 -4.26
C -2.30 -2.68 -3.42
I -2.26 -2.23 -1.40
H -3.88 -4.60 -5.71
H -2.30 -3.42 -7.21
H -0.70 -1.75 -6.24
H -0.70 -1.30 -3.88
O 1.69 5.28 -5.56
N 0.57 4.85 -5.69
O -0.19 5.14 -6.60
C 0.07 3.93 -4.66
C 0.88 3.56 -3.65
C 0.39 2.67 -2.68
C -0.99 2.23 -2.65
O -1.55 1.70 -1.67
C -1.72 2.57 -3.85
C -1.23 3.40 -4.80
N -3.05 1.97 -4.10
O -3.35 0.99 -3.46
O -3.75 2.50 -4.93
N 1.31 2.28 -1.72
O 1.17 1.16 -1.02
O 2.29 2.95 -1.45
H 1.90 3.92 -3.59
H -1.82 3.64 -5.67
I 1.55 0.34 -5.11
C 0.30 0.04 -1.49
H 0.10 0.18 -2.55
H 0.92 -0.84 -1.33
S -2.99 -1.44 3.69
C -2.21 -1.22 2.30
N -1.64 -1.10 1.28
```

Summary:
Multiplicity ... 2
Relative energy (zero: lowest compared OMol25 entry of this formula, charge and spin) ... 1.828 eV
HOMO level (alpha / beta) ... -5.246 / -5.249 eV
LUMO level (alpha / beta) ... 0.14 / 0.17 eV
⟨S²⟩ ... 0.810
Charge ... -1

---

# 2
# C42H32FN12O5S4SeTi

A molecular structure, C42H32FN12O5S4SeTi (ωB97M-V with the def2-TZVPD basis set, the Open Molecules 2025 dataset).

XYZ file:
```
98
Properties=species:S:1:pos:R:3
Ti 1.21 -0.62 0.11
C 2.67 -0.03 4.30
C 2.70 -0.24 2.83
N 1.61 -0.30 2.18
N 0.43 -0.21 2.84
C -0.38 -1.43 2.75
S -0.11 -2.32 1.16
S -2.29 -0.09 4.28
C -3.32 1.32 3.78
C -4.46 1.02 2.83
C -4.41 1.41 1.49
C -5.19 0.84 0.50
C -6.16 -0.04 0.93
C -6.30 -0.43 2.28
C -5.42 0.10 3.21
C 3.94 -0.48 2.14
C 5.17 -0.36 2.81
C 6.36 -0.67 2.21
C 6.42 -1.07 0.87
C 5.22 -1.21 0.20
C 3.99 -0.88 0.83
O 2.92 -1.13 0.08
H 1.71 0.25 4.76
H 3.43 0.66 4.60
H 2.92 -0.98 4.79
H -2.62 2.07 3.39
H -3.74 1.61 4.75
H -3.58 2.08 1.27
H -5.13 1.18 -0.53
H -6.78 -0.50 0.17
H -6.95 -1.22 2.54
H -5.42 -0.22 4.27
H 5.20 -0.08 3.84
H 7.31 -0.52 2.70
H 7.37 -1.30 0.32
H 5.16 -1.52 -0.83
Se -2.66 -3.09 -6.39
N -2.87 -1.65 -5.24
C -1.99 -1.81 -4.29
C -1.77 -0.85 -3.21
C -2.58 0.28 -3.16
C -2.22 1.30 -2.30
C -1.06 1.11 -1.49
N -0.38 -0.03 -1.48
C -0.70 -0.97 -2.37
C 0.08 -2.17 -2.33
N 1.03 -2.24 -1.41
C 1.86 -3.30 -1.39
C 1.71 -4.34 -2.33
C 0.74 -4.28 -3.27
C -0.09 -3.11 -3.32
C -1.16 -3.02 -4.36
N -1.26 -3.83 -5.39
H -3.42 0.43 -3.76
H -2.83 2.23 -2.25
H -0.69 1.88 -0.75
H 2.70 -3.31 -0.67
H 2.41 -5.16 -2.38
H 0.55 -5.05 -4.05
S 2.32 0.47 -3.17
C 1.67 0.45 -4.67
N 2.37 1.28 -5.56
C 2.08 1.43 -6.86
C 1.01 0.77 -7.35
C 0.31 -0.06 -6.44
N 0.57 -0.19 -5.11
H 3.18 1.74 -5.20
H 2.74 2.09 -7.43
H 0.60 0.88 -8.37
H -0.56 -0.61 -6.83
S -0.75 0.69 1.83
C -1.73 -0.63 2.62
N -2.70 -1.33 1.92
C -2.94 -2.56 2.36
C -2.33 -3.29 3.35
C -1.13 -3.09 4.15
N -0.18 -2.26 3.91
H -3.31 -0.80 1.32
H -3.80 -3.08 1.86
H -2.74 -4.27 3.54
H -1.03 -3.76 5.03
F -1.75 5.44 0.51
C -0.71 4.85 1.17
C 0.41 4.51 0.56
N 1.40 3.81 1.18
C 2.60 3.48 0.48
C 2.67 2.08 -0.07
O 3.73 1.70 -0.53
O 1.62 1.32 0.06
C 1.28 3.38 2.54
O 2.11 2.74 3.11
N 0.12 3.81 3.12
C -0.94 4.51 2.55
O -1.92 4.77 3.17
H 0.58 4.80 -0.52
H 3.51 3.64 1.04
H 2.74 4.02 -0.43
H 0.02 3.57 4.11
```

Summary:
Relative energy (zero: lowest compared OMol25 entry of this formula, charge and spin) ... 0.656 eV
HOMO level ... -10.394 eV
LUMO level ... -3.34 eV
Charge ... +1

---

# 3
# C42H32N5O7P3S3Zr

A molecular structure, C42H32N5O7P3S3Zr (ωB97M-V with the def2-TZVPD basis set, the Open Molecules 2025 dataset).

XYZ file:
```
93
Properties=species:S:1:pos:R:3
Zr -0.96 0.15 0.61
C -1.10 -4.62 1.00
C -2.19 -3.59 1.22
O -3.37 -4.33 1.58
P -1.89 -2.43 2.65
O -3.16 -2.59 3.58
O -0.69 -2.94 3.50
O -1.81 -0.98 2.26
P -2.67 -2.62 -0.28
O -2.42 -3.67 -1.44
O -4.12 -2.32 -0.07
O -1.73 -1.42 -0.53
H -0.87 -5.14 1.94
H -0.18 -4.19 0.61
H -1.49 -5.35 0.29
H -4.12 -3.81 1.22
H -3.51 -3.50 3.54
H 0.14 -2.73 2.99
H -2.93 -3.50 -2.23
N -3.02 2.34 3.99
C -1.93 3.17 4.19
C -1.66 4.11 5.18
C -0.52 4.87 5.01
C 0.29 4.72 3.88
C 0.02 3.78 2.91
C -1.10 2.97 3.09
N -1.67 1.98 2.26
C -2.82 1.69 2.83
C -3.84 0.99 2.07
C -5.16 0.84 2.33
S -5.97 0.31 0.91
C -4.48 0.27 0.09
N -3.45 0.65 0.79
H -3.83 2.25 4.59
H -2.31 4.24 6.03
H -0.27 5.61 5.76
H 1.16 5.35 3.77
H 0.65 3.66 2.04
H -5.70 1.06 3.24
H -4.41 -0.04 -0.94
S 1.03 0.98 2.04
C 2.50 0.07 1.74
C 3.74 0.68 1.91
C 4.90 -0.01 1.62
C 6.16 0.68 1.72
N 7.16 1.26 1.78
C 4.84 -1.34 1.18
C 3.61 -1.96 1.05
C 2.44 -1.26 1.32
S 0.88 -2.01 1.06
C 6.04 -2.06 0.82
N 6.97 -2.65 0.52
H 3.79 1.71 2.23
H 3.57 -2.99 0.72
C 5.20 1.07 -2.03
C 4.82 -0.15 -2.55
C 3.50 -0.59 -2.43
C 2.57 0.19 -1.76
C 2.95 1.42 -1.23
C 4.26 1.86 -1.37
P 0.79 -0.22 -1.64
C 0.58 -1.83 -2.49
C 1.36 -2.93 -2.13
C 1.17 -4.16 -2.74
C 0.20 -4.31 -3.72
C -0.59 -3.23 -4.07
C -0.40 -2.00 -3.46
C 0.12 0.96 -2.84
C 0.59 1.03 -4.12
C 0.08 1.97 -5.03
C -0.87 2.85 -4.60
C -1.34 2.84 -3.27
C -2.24 3.84 -2.83
C -2.60 3.88 -1.52
C -2.13 2.90 -0.62
C -1.29 1.85 -0.96
C -0.86 1.87 -2.35
H 6.22 1.41 -2.12
H 5.54 -0.77 -3.06
H 3.22 -1.54 -2.86
H 2.23 2.03 -0.71
H 4.55 2.82 -0.95
H 2.12 -2.83 -1.37
H 1.80 -5.00 -2.46
H 0.05 -5.27 -4.19
H -1.35 -3.34 -4.83
H -1.02 -1.16 -3.75
H 1.37 0.35 -4.44
H 0.46 2.00 -6.04
H -1.26 3.60 -5.28
H -2.60 4.58 -3.54
H -3.26 4.66 -1.16
H -2.48 2.99 0.40
```

Summary:
Relative energy (zero: lowest compared OMol25 entry of this formula, charge and spin) ... 0.325 eV
HOMO level ... -7.580 eV
LUMO level ... -0.31 eV

---

| no. | largest force on an atom (eV/Å) |
| --- | --- |
| 1 | 1.654 |
| 2 | 2.864 |
| 3 | 1.359 |